{
  "formula": "C4H8ClN",
  "method": "the ωB97M-V functional and the def2-TZVPD basis",
  "largest_force_ev_per_a": 4.48,
  "orbital_gap_ha": 0.3199,
  "lumo_energy_ev": 0.85,
  "de_lowest_kcal_mol": 53.0,
  "spin_multiplicity": 1,
  "e_homo_ev": -7.86,
  "e_tot_ev": -18287.474,
  "elements": ["C", "C", "C", "C", "N", "Cl", "H", "H", "H", "H", "H", "H", "H", "H"],
  "coordinates": [[-1.580, -0.843, 0.659], [1.810, -0.651, 0.159], [0.648, 1.533, -0.280], [-0.491, -0.791, -0.369], [0.696, -0.010, -0.167], [3.305, 0.066, 0.292], [-2.255, -1.704, 0.453], [-1.041, -1.167, 1.669], [1.473, 2.054, 0.176], [0.937, 1.802, -1.332], [-0.276, 1.952, 0.009], [-0.067, -1.823, -0.528], [-2.182, 0.057, 0.557], [-0.978, -0.475, -1.298]]
}